Record 1
This record from the Open Molecules 2025 dataset describes 2 unconnected molecules or ions with the total composition C3H7NO at a distorted geometry. The level of theory is ωB97M-V with the def2-TZVPD basis set.

```
12
Properties=species:S:1:pos:R:3:lowdin_charge:R:1
C 3.27421 -0.17743 -0.20218 -0.16
C -1.60471 0.63219 -0.22354 -0.09
C -0.75583 -0.42900 0.48591 -0.47
N 2.62695 0.68021 0.35950 0.19
O 0.35249 -0.80884 -0.12408 -0.10
H 4.32451 -0.05890 -0.48934 0.09
H 2.86131 -1.15227 -0.48235 0.08
H -2.05917 0.21490 -1.11872 0.07
H -2.38734 0.99197 0.43928 0.06
H -0.96816 1.46210 -0.51736 0.07
H -1.38823 -1.32369 0.69956 0.13
H -0.50872 -0.06815 1.51402 0.12
```

## Properties
HOMO energy (alpha / beta), eV: -8.3 / -8.3
Charge: 0
Largest force on an atom, eV/Å: 2.7
Orbital gap (alpha / beta), eV: 5.37 / 5.40
ΔE to the lowest compared entry with this formula, charge and spin, kJ/mol: 660.0

Record 2
This record from the Open Molecules 2025 dataset describes 2 unconnected molecules or ions with the total composition C3H7NO at a distorted geometry. The level of theory is ωB97M-V with the def2-TZVPD basis set.

```
12
Properties=species:S:1:pos:R:3:lowdin_charge:R:1
C -1.11459 -0.29818 -0.47081 -0.25
C -0.95127 -0.43017 -1.77042 0.00
C 0.73933 -1.15276 0.59994 -0.02
N -0.04491 -0.17245 0.45034 -0.03
H -2.07907 -0.27421 0.00597 0.10
H -0.01307 -0.48013 -2.31292 0.06
H -1.76745 -0.41144 -2.48613 0.05
H 1.54325 -1.03315 1.31013 0.07
H 0.59736 -2.09023 0.07354 0.08
H 0.47276 1.64304 1.83889 0.00
H 1.42360 2.40762 0.91804 0.02
O 1.19405 2.29207 1.84342 -0.08
```

## Properties
Structure (SMILES): C=CN=C.O
HOMO energy, eV: -9.6
Charge: 0
Largest force on an atom, eV/Å: 1.5
Orbital gap, eV: 10.56
ΔE to the lowest compared entry with this formula, charge and spin, kJ/mol: 210.3

Record 3
This record from the Open Molecules 2025 dataset describes 2 unconnected molecules or ions with the total composition C3H7NO at a distorted geometry. The level of theory is ωB97M-V with the def2-TZVPD basis set.

```
12
Properties=species:S:1:pos:R:3:lowdin_charge:R:1
O 3.56648 4.53874 -3.18145 0.01
C 3.70245 3.69418 -2.35159 -0.17
H 4.30255 2.76661 -2.48864 0.08
H 3.50200 3.85450 -1.25959 0.08
C -2.79606 -1.90458 1.40849 -0.20
C -0.62304 -2.02396 0.71333 -0.08
N -1.78623 -2.52423 0.60630 -0.08
H -2.84238 -1.97067 2.49336 0.07
H -3.86033 -2.09860 1.24098 0.06
H -2.87548 -0.80032 1.22877 0.09
H -0.32696 -1.66323 1.71891 0.08
H 0.03699 -1.86845 -0.12888 0.06
```

## Properties
Structure (SMILES): C=NC.C=O
HOMO energy, eV: -9.3
Charge: 0
Largest force on an atom, eV/Å: 3.0
Orbital gap, eV: 10.00
ΔE to the lowest compared entry with this formula, charge and spin, kJ/mol: 369.6

Record 4
This record from the Open Molecules 2025 dataset describes C3H7NO in the gas phase at a distorted geometry. The level of theory is ωB97M-V with the def2-TZVPD basis set.

```
12
Properties=species:S:1:pos:R:3:lowdin_charge:R:1
C -0.09208 0.35002 -0.60020 -0.48
C 0.86151 0.58604 0.76797 -0.17
C -1.05168 -0.22521 0.22776 -0.18
H 0.96973 -1.05313 -1.62776 0.16
H -0.64687 1.31832 -0.99230 0.16
H 1.92150 0.65060 0.70586 0.08
H 0.38918 1.45400 1.36926 0.12
H -0.33378 -0.00606 2.34521 0.15
H -1.40190 -1.35073 -0.15488 0.16
H -2.06697 0.24278 0.26705 0.11
N 0.09171 -0.45239 1.36318 -0.08
O 0.27758 -0.29426 -1.72849 -0.03
```

## Properties
Structure (SMILES): OC1CNC1
HOMO energy, eV: -9.0
Charge: 0
Largest force on an atom, eV/Å: 8.2
Orbital gap, eV: 9.88
ΔE to the lowest compared entry with this formula, charge and spin, kJ/mol: 477.6

Record 5
This record from the Open Molecules 2025 dataset describes 2 unconnected molecules or ions with the total composition C3H7NO at a distorted geometry. The level of theory is ωB97M-V with the def2-TZVPD basis set.

```
12
Properties=species:S:1:pos:R:3:lowdin_charge:R:1
O -2.00676 0.19596 2.62049 -0.02
C -1.39411 -0.33623 1.73420 -0.15
H -1.84892 -1.09627 1.08286 0.08
H -0.32694 -0.10075 1.56177 0.06
C 1.98825 0.65504 -1.09998 -0.14
C 0.18660 -0.34386 -2.01412 -0.08
N 0.94824 -0.39177 -0.96907 -0.11
H 1.48911 1.50861 -1.58673 0.07
H 2.82212 0.33984 -1.72387 0.07
H 2.32720 0.98392 -0.10019 0.08
H -0.73822 0.28095 -2.04070 0.10
H 0.66246 -0.36816 -2.99017 0.05
```

## Properties
Structure (SMILES): C=NC.C=O
HOMO energy, eV: -8.6
Charge: 0
Largest force on an atom, eV/Å: 3.2
Orbital gap, eV: 8.07
ΔE to the lowest compared entry with this formula, charge and spin, kJ/mol: 488.1

Record 6
This record from the Open Molecules 2025 dataset describes C3H7NO in the gas phase at a distorted geometry. The level of theory is ωB97M-V with the def2-TZVPD basis set.

```
12
Properties=species:S:1:pos:R:3:lowdin_charge:R:1
C -1.08984 -0.46523 -0.31659 -0.29
C 0.12215 -0.06097 0.44777 -0.32
C 1.18467 0.79718 -0.24397 -0.13
H -2.24745 0.43343 0.87172 0.11
H -0.78651 -0.58812 -1.32661 0.11
H -1.36770 -1.48013 -0.09367 0.12
H 0.05106 -0.13657 1.48480 0.11
H 1.94671 1.26268 0.33261 0.07
H 0.83833 1.47771 -1.06837 0.11
H 2.32624 -0.85795 0.24493 0.19
N 1.23826 -0.70222 -0.21604 -0.04
O -2.21592 0.32019 -0.11658 -0.05
```

## Properties
Structure (SMILES): OC[C@@H]1CN1
HOMO energy, eV: -9.4
Charge: 0
Largest force on an atom, eV/Å: 5.1
Orbital gap, eV: 10.30
ΔE to the lowest compared entry with this formula, charge and spin, kJ/mol: 335.4

Record 7
This record from the Open Molecules 2025 dataset describes 2 unconnected molecules or ions with the total composition C3H7NO at a distorted geometry. The level of theory is ωB97M-V with the def2-TZVPD basis set.

```
12
Properties=species:S:1:pos:R:3:lowdin_charge:R:1
C -1.43361 -1.04829 0.28811 -0.17
N -2.58786 -0.54639 0.07444 0.01
H -1.34170 -1.35069 1.32748 0.05
H -0.73619 -1.52416 -0.40907 0.07
H -2.59259 -0.04065 -0.81923 0.04
C 1.44803 0.57994 -1.06611 -0.01
C 1.12237 0.88782 0.18887 -0.31
O 1.34011 -0.01459 1.19637 -0.03
H 1.00960 1.12585 -1.88780 0.05
H 2.03334 -0.32676 -1.25646 0.07
H 0.73941 1.89180 0.33082 0.11
H 0.99908 0.36611 2.03259 0.12
```

## Properties
Structure (SMILES): C=CO.C=N
HOMO energy, eV: -9.1
Charge: 0
Largest force on an atom, eV/Å: 2.6
Orbital gap, eV: 9.88
ΔE to the lowest compared entry with this formula, charge and spin, kJ/mol: 304.5

Record 8
This record from the Open Molecules 2025 dataset describes C3H7NO in the gas phase. The level of theory is ωB97M-V with the def2-TZVPD basis set.

```
12
Properties=species:S:1:pos:R:3:lowdin_charge:R:1
O 1.94288 0.52973 0.40622 -0.07
C 1.21292 -0.57238 -0.06723 -0.24
C -0.19424 -0.17945 -0.52931 -0.29
C -1.32727 -0.14372 0.42346 -0.14
N -0.66465 1.09102 0.01745 0.00
H 1.27502 1.18975 0.65893 0.07
H 1.13126 -1.34963 0.70933 0.11
H 1.76242 -1.01196 -0.90747 0.11
H -0.43901 -0.39234 -1.56879 0.13
H -1.15406 -0.42767 1.45982 0.11
H -2.33067 -0.34704 0.05445 0.10
H -1.21461 1.61370 -0.65685 0.10
```

## Properties
Structure (SMILES): OC[C@H]1CN1
HOMO energy, eV: -10.0
Charge: 0
Largest force on an atom, eV/Å: 0.4
Orbital gap, eV: 10.99
ΔE to the lowest compared entry with this formula, charge and spin, kJ/mol: 200.1

Copy entry 5 word for word.
This record from the Open Molecules 2025 dataset describes 2 unconnected molecules or ions with the total composition C3H7NO at a distorted geometry. The level of theory is ωB97M-V with the def2-TZVPD basis set.

```
12
Properties=species:S:1:pos:R:3:lowdin_charge:R:1
O -2.00676 0.19596 2.62049 -0.02
C -1.39411 -0.33623 1.73420 -0.15
H -1.84892 -1.09627 1.08286 0.08
H -0.32694 -0.10075 1.56177 0.06
C 1.98825 0.65504 -1.09998 -0.14
C 0.18660 -0.34386 -2.01412 -0.08
N 0.94824 -0.39177 -0.96907 -0.11
H 1.48911 1.50861 -1.58673 0.07
H 2.82212 0.33984 -1.72387 0.07
H 2.32720 0.98392 -0.10019 0.08
H -0.73822 0.28095 -2.04070 0.10
H 0.66246 -0.36816 -2.99017 0.05
```

## Properties
Structure (SMILES): C=NC.C=O
HOMO energy, eV: -8.6
Charge: 0
Largest force on an atom, eV/Å: 3.2
Orbital gap, eV: 8.07
ΔE to the lowest compared entry with this formula, charge and spin, kJ/mol: 488.1